Here is an isolated ion of composition C34H31FP and charge +1 in a non-equilibrium geometry from the OMol25 dataset. Energies are from ωB97M-V with the def2-TZVPD basis set.

Cartesian coordinates (Å):
C  0.43506  -6.61343  2.59312
C  0.57592  -5.16998  2.20476
C  -0.56458  -4.43377  1.86786
C  -0.48863  -3.05722  1.66674
C  0.76327  -2.40221  1.61855
P  0.84893  -0.58165  1.52816
C  0.32229  -0.01574  3.17048
C  0.22080  1.36143  3.46544
C  0.20845  1.79112  4.79318
C  0.22114  0.86914  5.84487
C  0.26157  1.33524  7.27215
C  0.18012  -0.49213  5.55012
C  0.17817  -0.93184  4.22963
C  2.66264  -0.33290  1.52525
C  3.41557  -0.54221  0.33151
C  4.81056  -0.57952  0.37014
C  5.49961  -0.41431  1.57585
C  6.99638  -0.56305  1.62072
C  4.76576  -0.11075  2.72290
C  3.37556  -0.01297  2.69381
C  1.91647  -3.18850  1.82924
C  1.81668  -4.53085  2.18447
H  1.40617  -7.05778  2.82922
H  -0.19576  -6.71576  3.48825
H  -0.02350  -7.19944  1.78444
H  -1.52497  -4.95818  1.81385
H  -1.42060  -2.49921  1.56533
H  0.20426  2.10355  2.66746
H  0.22339  2.85539  5.04492
H  0.17431  0.48095  7.95285
H  1.21175  1.83979  7.50173
H  -0.56378  2.03131  7.48111
H  0.18432  -1.21511  6.36523
H  0.11917  -1.99556  4.00856
H  2.91238  -0.64661  -0.63851
H  5.39043  -0.74916  -0.54350
H  7.37719  -0.36945  2.62539
H  7.30582  -1.58294  1.35828
H  7.50327  0.12892  0.93582
H  5.29536  0.03340  3.66210
H  2.83011  0.29390  3.58279
H  2.89573  -2.72073  1.76921
H  2.71199  -5.08163  2.47345
F  -5.39446  -1.07730  -1.43273
C  -4.19258  -0.88505  -0.77394
C  -3.16864  -1.82263  -0.91285
C  -1.89691  -1.43145  -0.48552
C  -1.66517  -0.21300  0.17901
C  -0.18549  0.22966  0.28586
C  0.15625  1.74556  0.08083
C  1.51631  2.04325  -0.13867
C  1.95761  3.23981  -0.68669
C  1.00311  4.21949  -0.97426
C  -0.35553  3.98956  -0.72285
C  -0.78516  2.74107  -0.22781
C  -2.78323  0.57141  0.48826
C  -4.04626  0.28286  -0.04052
H  -3.36106  -2.79100  -1.38580
H  -1.05810  -2.07256  -0.76481
H  0.19980  -0.24294  -0.63772
H  2.27313  1.28090  0.00426
H  3.02484  3.37062  -0.88591
H  1.32836  5.15994  -1.41604
H  -1.11880  4.75497  -0.92590
H  -1.85719  2.56307  -0.15935
H  -2.68029  1.48747  1.06844
H  -4.85944  1.00583  0.05147

Force components x, y, z for each atom (eV/Å):
0.090 -0.257 0.110
-0.001 0.051 -0.129
0.030 0.267 0.135
-0.013 -0.110 0.014
-0.545 -0.593 -0.249
0.346 -0.684 2.488
-0.554 0.168 0.431
0.423 -0.021 0.138
-0.108 -0.129 -0.192
0.055 -0.021 -0.022
0.021 -0.017 0.263
-0.132 0.014 -0.239
0.539 0.075 -0.297
0.834 0.586 -0.995
0.033 -0.259 0.434
-0.489 0.010 -0.174
-0.083 -0.042 0.131
0.216 0.000 0.150
0.026 -0.007 -0.173
-0.621 -0.357 -0.254
-0.136 0.551 0.103
-0.193 0.154 -0.040
-0.141 0.056 -0.088
0.100 0.045 -0.295
0.082 0.162 0.219
0.277 0.369 0.152
0.385 -0.181 0.033
0.192 -0.174 0.156
-0.133 -0.313 -0.280
-0.025 0.228 -0.099
-0.294 -0.045 -0.113
0.290 -0.161 -0.039
-0.171 0.122 -0.224
0.207 0.187 0.153
0.171 -0.195 0.439
-0.354 0.052 0.275
-0.051 0.033 -0.081
-0.143 0.210 -0.059
-0.199 -0.166 0.080
-0.147 0.125 -0.150
0.132 -0.243 -0.031
-0.155 -0.181 0.103
-0.182 0.131 -0.229
1.392 -0.077 0.949
-1.059 -0.026 -0.512
-0.143 0.420 0.066
-0.295 0.091 -0.478
-0.076 -0.368 -0.034
-0.151 0.408 -1.497
0.201 -0.094 -0.657
0.035 -0.190 -0.304
-0.725 0.032 0.291
-0.119 0.247 -0.008
0.187 -0.428 0.178
0.307 0.184 -0.082
0.074 0.190 0.076
0.434 -0.138 -0.046
0.162 0.531 0.010
-0.200 0.172 0.187
0.153 0.280 0.180
-0.398 0.401 0.022
-0.460 0.108 0.032
-0.169 -0.136 0.129
0.543 -0.377 -0.003
0.561 0.168 -0.052
-0.013 -0.401 -0.049
0.177 -0.435 0.046

Computed properties:
Total charge: +1
HOMO energy: -11.67 eV
E: -47761.5395 eV
LUMO level: -2.51 eV

Formally, the natural (NBO) partial charges of the atoms, in units of the elementary charge, are as follows: -0.643, 0.038, -0.209, -0.195, -0.344, 1.572, -0.357, -0.194, -0.205, 0.027, -0.640, -0.209, -0.187, -0.393, -0.225, -0.151, -0.005, -0.643, -0.155, -0.189, -0.183, -0.212, 0.226, 0.236, 0.237, 0.228, 0.237, 0.235, 0.228, 0.224, 0.234, 0.235, 0.227, 0.231, 0.228, 0.223, 0.226, 0.236, 0.237, 0.221, 0.237, 0.234, 0.229, -0.321, 0.425, -0.279, -0.207, 0.018, -0.604, -0.061, -0.172, -0.212, -0.191, -0.195, -0.207, -0.196, -0.280, 0.250, 0.223, 0.267, 0.206, 0.228, 0.228, 0.231, 0.225, 0.226, 0.250

Here is C34H31N5O2PbSSi as an isolated structure in a non-equilibrium geometry from the OMol25 dataset. Energies are from ωB97M-V with the def2-TZVPD basis set.

Cartesian coordinates (Å):
Pb  1.03502  -0.10654  -2.10565
N  2.69918  3.44537  5.32698
C  2.69377  3.19394  3.99178
C  3.81463  3.49885  3.18323
C  3.72572  3.44475  1.80755
C  2.50360  3.11421  1.21297
C  1.39661  2.73482  2.02406
C  1.51758  2.70406  3.38772
S  2.27875  2.89858  -0.49395
O  3.44772  3.35669  -1.22579
O  0.93562  3.31319  -0.87927
N  2.12549  1.21566  -0.47344
C  3.23223  0.43819  -0.41823
N  4.36024  0.85539  0.17641
C  5.37405  0.01396  0.07067
C  5.42736  -1.10200  -0.71545
C  4.21502  -1.45244  -1.32728
N  3.12793  -0.76482  -1.06093
H  3.59855  3.58634  5.79433
H  1.91156  3.03446  5.82885
H  4.77096  3.75468  3.66087
H  4.60852  3.61983  1.16250
H  0.43313  2.54527  1.49426
H  0.73856  2.30652  4.00785
H  6.23479  0.31051  0.65487
H  6.30420  -1.69959  -0.83676
H  4.11362  -2.34108  -1.98053
C  1.33141  -2.63016  3.62319
C  1.37852  -1.29348  3.20823
C  0.71593  -0.88248  2.05040
C  0.01721  -1.79910  1.24685
C  -0.02814  -3.13824  1.65727
C  0.60058  -3.53553  2.84418
Si  -0.81430  -1.10477  -0.31089
C  -1.76489  0.44854  0.40459
C  -2.07042  0.53934  1.74821
C  -2.68300  1.70174  2.28069
C  -2.95830  2.75786  1.48395
C  -2.63884  2.69962  0.12755
C  -2.08263  1.54985  -0.42820
C  -2.07410  -2.42000  -0.81395
C  -3.49252  -2.28704  -0.62046
C  -4.36962  -3.25919  -1.01661
C  -3.89912  -4.41090  -1.67603
C  -2.50098  -4.56460  -1.89684
C  -1.62746  -3.57532  -1.49245
H  1.80713  -2.93981  4.55293
H  1.89539  -0.49137  3.75443
H  0.78922  0.19316  1.73039
H  -0.53786  -3.90211  1.10176
H  0.53748  -4.56010  3.15038
H  -1.85004  -0.28059  2.40147
H  -2.98901  1.67827  3.34329
H  -3.52186  3.61530  1.88681
H  -2.87786  3.53202  -0.55650
H  -1.92463  1.49016  -1.48939
H  -3.88823  -1.40644  -0.15473
H  -5.41710  -3.13331  -0.82630
H  -4.61111  -5.16828  -1.99591
H  -2.09626  -5.49538  -2.35594
H  -0.56890  -3.73896  -1.67619
N  -0.63639  -1.63293  -3.92795
C  -1.64644  -0.60252  -4.05438
C  -1.32183  0.67995  -4.49886
C  -2.29317  1.67254  -4.48631
C  -3.59101  1.37840  -4.09146
C  -3.91870  0.04730  -3.75883
C  -2.96120  -0.94254  -3.69828
H  -0.99521  -2.47020  -3.50342
H  -0.16407  -1.82608  -4.82359
H  -0.33858  0.90234  -4.87899
H  -2.00360  2.69481  -4.77291
H  -4.35983  2.16973  -4.09966
H  -4.98040  -0.25384  -3.62636
H  -3.19966  -1.92450  -3.33276

Force components x, y, z for each atom (eV/Å):
-0.549 0.322 -0.584
0.084 -0.285 0.976
0.440 0.118 -1.246
-0.039 -0.049 0.636
0.011 -0.186 -0.960
-0.524 0.351 1.418
0.049 0.471 -1.523
0.644 0.283 -0.037
-0.426 -1.148 -0.209
-1.089 -0.390 0.539
1.270 -0.064 0.133
0.352 0.161 -0.815
0.512 0.737 0.197
-0.439 -0.727 -0.137
0.795 1.086 0.725
-1.211 -0.886 -0.985
0.914 -0.685 0.576
-0.878 0.603 -0.325
-0.868 -0.267 -0.158
0.812 0.330 0.146
-0.499 0.005 -0.192
-0.708 -0.047 0.513
0.808 -0.184 0.660
-0.517 0.132 0.214
0.288 -0.043 -0.020
0.366 -0.135 -0.011
0.042 0.589 0.491
-0.461 0.364 -0.358
-0.081 0.541 -0.091
0.447 0.348 -0.296
0.067 -0.012 -0.110
0.579 0.468 0.812
0.348 0.668 -0.090
-0.485 0.686 1.101
0.447 -0.334 -1.185
-0.494 1.063 0.300
0.322 -2.135 1.254
-0.771 1.447 -0.664
-0.183 0.111 -1.066
-0.105 -0.084 1.238
-1.079 -0.192 -0.690
2.080 0.148 0.056
0.411 -1.212 -0.799
0.948 0.280 0.140
-1.407 -0.906 -0.212
-0.167 0.485 0.665
-0.062 0.011 -0.270
-0.053 -0.662 0.026
-0.104 -1.221 0.419
-0.309 -0.065 -0.344
-0.028 -0.427 0.129
0.059 -0.283 0.309
0.269 0.184 -0.674
0.541 -0.337 -0.259
0.127 -0.391 0.569
0.185 0.086 -0.379
0.033 0.418 0.270
-0.403 -0.012 -0.013
0.247 0.047 0.039
-0.493 0.844 0.271
0.072 0.146 0.099
0.144 0.934 -1.157
0.348 -1.281 0.177
-0.210 -0.426 0.162
-0.054 0.518 0.075
-0.430 -0.202 -0.174
-1.154 0.382 -0.160
0.607 1.141 -0.067
-0.242 -0.258 -0.149
-0.353 0.063 0.773
0.258 -0.024 0.108
-0.265 -0.552 0.101
0.444 -0.601 0.020
0.834 0.464 0.241
-0.067 -0.322 -0.165

Computed properties:
HOMO energy: -7.28 eV
E: -71267.3832 eV
LUMO level: 0.02 eV

Formally, the Löwdin partial charges of the atoms, in units of the elementary charge, are as follows: 1.166, 0.101, -0.331, -0.036, -0.072, -0.315, -0.067, -0.038, 0.617, -0.303, -0.334, -0.251, -0.533, 0.156, -0.132, -0.053, -0.120, -0.049, 0.109, 0.103, 0.112, 0.123, 0.118, 0.105, 0.113, 0.093, 0.127, -0.088, -0.084, -0.131, -0.307, -0.089, -0.091, 0.631, -0.288, -0.108, -0.099, -0.116, -0.080, -0.101, -0.288, -0.091, -0.098, -0.070, -0.092, -0.181, 0.098, 0.100, 0.088, 0.085, 0.089, 0.092, 0.110, 0.111, 0.113, 0.074, 0.097, 0.098, 0.097, 0.113, 0.102, -0.006, -0.348, -0.100, -0.098, -0.096, -0.079, -0.043, 0.036, 0.105, 0.089, 0.116, 0.108, 0.117, 0.093